w) {
  "formula": "C3H12NOS2",
  "method": "ωB97M-V/def2-TZVPD",
  "species": ["C", "O", "C", "N", "H", "H", "H", "H", "H", "H", "H", "H", "C", "S", "S", "H", "H", "H", "H"],
  "coordinates": [[-2.022, -0.618, -0.998], [-2.900, -1.691, -1.213], [-1.026, -0.717, -2.140], [-0.035, 0.416, -2.054], [-1.507, -0.694, -0.034], [-2.538, 0.351, -1.043], [-3.646, -1.630, -0.601], [-0.455, -1.638, -2.095], [-1.544, -0.647, -3.092], [0.041, 0.777, -1.092], [-0.285, 1.202, -2.655], [0.907, 0.112, -2.305], [1.507, -1.261, 1.300], [0.720, 0.220, 2.014], [1.262, 1.721, 0.726], [0.871, -1.699, 0.533], [1.635, -1.981, 2.102], [2.479, -1.005, 0.888], [2.529, 1.933, 1.118]],
  "lowdin_charge": [-0.262, -0.027, -0.112, 0.185, 0.103, 0.138, 0.116, 0.137, 0.142, 0.030, 0.175, 0.167, -0.452, 0.400, 0.334, 0.010, 0.039, 0.032, -0.155],
  "orbital_gap_ev": 9.26,
  "e_homo_ev": -12.8,
  "charge": 1
}

***

x) {
  "formula": "C3H12NOS2",
  "method": "ωB97M-V/def2-TZVPD",
  "species": ["N", "C", "C", "S", "S", "C", "H", "H", "H", "H", "H", "H", "H", "H", "H", "H", "H", "H", "O"],
  "coordinates": [[1.241, 1.506, -0.126], [0.282, 0.385, -0.477], [-1.129, 0.848, -0.181], [-2.354, -0.441, 0.173], [-2.452, -1.491, -1.565], [-1.370, -2.906, -1.225], [0.806, 2.412, -0.302], [2.100, 1.438, -0.659], [1.480, 1.462, 0.893], [0.532, -0.463, 0.157], [0.435, 0.199, -1.531], [-1.130, 1.480, 0.719], [-1.585, 1.508, -0.920], [-0.496, -2.587, -0.658], [-0.991, -3.372, -2.110], [-1.926, -3.654, -0.679], [2.357, 0.476, 3.000], [2.269, 1.998, 2.957], [1.929, 1.201, 2.532]],
  "lowdin_charge": [0.170, -0.199, -0.570, 0.526, 0.470, -0.451, 0.167, 0.165, 0.096, 0.121, 0.128, 0.082, 0.081, 0.015, 0.030, 0.033, 0.083, 0.081, -0.027],
  "orbital_gap_ev": 8.72,
  "e_homo_ev": -12.1,
  "charge": 1
}

***

Quick one: most stable of them? x)

***

w) {
  "formula": "C3H3N3OS",
  "method": "ωB97M-V/def2-TZVPD",
  "species": ["C", "N", "N", "C", "S", "C", "N", "O", "H", "H", "H"],
  "coordinates": [[-1.224, 0.375, -0.367], [-0.642, 1.371, -0.919], [0.543, 1.837, -0.371], [1.450, 1.106, -0.149], [1.336, -0.641, -0.533], [0.125, -1.595, 0.343], [-0.812, -1.209, 1.034], [-1.179, 0.155, 0.997], [-2.323, 0.087, -0.624], [2.406, 1.206, 0.335], [0.320, -2.692, 0.254]],
  "lowdin_charge": [-0.287, 0.066, -0.013, -0.457, 0.927, -0.491, -0.015, -0.077, 0.175, 0.070, 0.102],
  "orbital_gap_ev": 9.88,
  "smiles": "c1nncscno1",
  "e_homo_ev": -9.6
}

***

x) {
  "formula": "C3H3N3OS",
  "method": "ωB97M-V/def2-TZVPD",
  "species": ["C", "C", "S", "N", "N", "H", "H", "N", "C", "O", "H"],
  "coordinates": [[0.775, 0.567, -1.497], [-0.631, 0.602, -1.937], [-1.488, -0.629, -1.176], [-0.113, -1.074, -0.252], [0.911, -0.453, -0.619], [1.537, 1.364, -1.738], [-1.110, 1.405, -2.678], [0.076, 0.964, 3.204], [0.069, -0.114, 2.868], [0.147, -1.344, 2.409], [-0.173, -1.288, 1.415]],
  "lowdin_charge": [-0.174, -0.408, 0.995, -0.364, -0.093, 0.124, 0.118, 0.126, -0.425, 0.028, 0.073],
  "orbital_gap_ev": 9.92,
  "smiles": "c1csnn1.N#CO",
  "e_homo_ev": -10.6
}

***

Quick one: most stable of them? x)

***

w) {
  "formula": "C5H9N2",
  "method": "ωB97M-V/def2-TZVPD",
  "species": ["C", "C", "C", "C", "C", "N", "N", "H", "H", "H", "H", "H", "H", "H", "H", "H"],
  "coordinates": [[1.427, 3.005, -0.024], [0.817, 1.967, 0.117], [-0.311, -1.142, -1.362], [-0.710, 0.297, 1.852], [-0.534, 0.380, 0.369], [0.237, -2.190, -1.894], [0.142, -0.615, -0.248], [2.077, 3.804, 0.254], [-1.357, -0.872, -1.638], [0.198, 0.099, 2.345], [-1.030, 1.215, 2.486], [-1.493, -0.417, 2.019], [-1.481, 0.541, -0.168], [-0.142, -2.635, -2.750], [1.079, -2.549, -1.464], [1.082, -0.886, 0.106]],
  "lowdin_charge": [-0.005, -0.004, -0.107, -0.064, -0.223, 0.207, 0.034, 0.021, 0.190, 0.066, 0.142, 0.083, 0.137, 0.170, 0.146, 0.206],
  "orbital_gap_ev": 8.89,
  "e_homo_ev": -13.4,
  "charge": 1
}

***

x) {
  "formula": "C5H9N2",
  "method": "ωB97M-V/def2-TZVPD",
  "species": ["C", "C", "C", "C", "C", "N", "N", "H", "H", "H", "H", "H", "H", "H", "H", "H"],
  "coordinates": [[0.600, -1.787, -0.157], [1.301, 0.340, -0.048], [-0.705, -1.350, 0.137], [-0.817, 0.078, 0.449], [-1.662, 1.007, -0.394], [1.580, -0.918, -0.115], [2.127, 1.345, 0.008], [0.873, -2.888, -0.193], [-1.477, -1.703, -0.653], [-0.883, -2.027, 1.027], [-0.465, 0.372, 1.484], [-1.143, 2.036, -0.425], [-2.546, 1.408, 0.202], [-1.663, 0.544, -1.437], [1.790, 2.319, 0.051], [3.089, 1.225, 0.066]],
  "lowdin_charge": [-0.042, -0.146, -0.206, -0.121, -0.086, 0.094, 0.234, 0.173, 0.185, 0.176, 0.145, 0.098, 0.112, 0.115, 0.156, 0.112],
  "orbital_gap_ev": 8.30,
  "e_homo_ev": -13.4,
  "charge": 1
}

***

Quick one: most stable of them? x)

***

w) {
  "formula": "C5H9N2",
  "method": "ωB97M-V/def2-TZVPD",
  "species": ["C", "C", "C", "C", "C", "N", "N", "H", "H", "H", "H", "H", "H", "H", "H", "H"],
  "coordinates": [[0.524, 0.146, -1.684], [0.038, -0.391, 1.938], [-0.581, 0.973, 1.959], [-0.255, 1.045, -1.044], [0.959, -0.954, -2.437], [0.996, 1.083, -0.764], [-1.064, -0.048, 1.078], [0.981, -0.466, 1.415], [-0.196, -1.316, 2.519], [-1.188, 1.284, 2.715], [-0.091, 1.736, 1.376], [-1.225, 1.354, -0.763], [0.154, -1.413, -2.996], [1.106, -1.877, -1.736], [1.929, -0.801, -2.889], [-2.088, -0.356, 1.314]],
  "lowdin_charge": [-0.099, -0.131, -0.146, 0.039, 0.028, 0.320, -0.110, 0.084, 0.134, 0.083, 0.087, 0.132, 0.107, 0.178, 0.119, 0.175],
  "orbital_gap_ev": 8.38,
  "e_homo_ev": -13.7,
  "charge": 1
}

***

x) {
  "formula": "C5H9N2",
  "method": "ωB97M-V/def2-TZVPD",
  "species": ["C", "N", "C", "N", "C", "C", "C", "H", "H", "H", "H", "H", "H", "H", "H", "H"],
  "coordinates": [[0.399, -1.340, -0.019], [1.499, -0.682, 0.172], [1.579, 0.740, -0.082], [0.254, 1.245, 0.181], [-0.938, 0.660, -0.380], [-1.756, -0.115, 0.546], [-0.887, -0.851, -0.462], [0.482, -2.352, 0.134], [2.389, -1.133, 0.537], [2.205, 1.218, 0.612], [1.893, 0.942, -1.111], [0.260, 2.305, 0.245], [-1.528, 1.340, -1.044], [-2.803, -0.204, 0.183], [-1.703, -0.169, 1.608], [-1.346, -1.605, -1.119]],
  "lowdin_charge": [0.044, 0.126, -0.149, -0.009, -0.257, -0.019, -0.137, 0.132, 0.217, 0.127, 0.149, 0.174, 0.172, 0.139, 0.121, 0.170],
  "orbital_gap_ev": 8.84,
  "smiles": "C1=[NH+]CN[C@@H]2C[C@H]12",
  "e_homo_ev": -13.4,
  "charge": 1
}

***

y) {
  "formula": "C5H9N2",
  "method": "ωB97M-V/def2-TZVPD",
  "species": ["C", "C", "C", "C", "C", "N", "N", "H", "H", "H", "H", "H", "H", "H", "H", "H"],
  "coordinates": [[0.362, 1.591, -0.135], [0.510, -1.503, 0.157], [-1.677, -0.107, 0.259], [-0.768, -1.063, -0.486], [1.602, -0.472, 0.208], [-0.872, 1.317, 0.234], [1.458, 0.851, -0.057], [0.397, 2.602, -0.463], [0.271, -1.668, 1.284], [0.734, -2.476, -0.237], [-2.578, 0.081, -0.329], [-2.074, -0.304, 1.369], [-0.764, -0.769, -1.507], [2.607, -0.805, 0.075], [-1.577, 1.919, -0.147], [2.394, 1.375, -0.301]],
  "lowdin_charge": [-0.124, -0.175, -0.083, -0.047, -0.026, 0.103, 0.067, 0.151, 0.159, 0.118, 0.106, 0.165, 0.101, 0.119, 0.131, 0.235],
  "orbital_gap_ev": [7.59, 8.34],
  "e_homo_ev": [-12.0, -13.1],
  "charge": 1
}

***

z) {
  "formula": "C5H9N2",
  "method": "ωB97M-V/def2-TZVPD",
  "species": ["C", "C", "C", "C", "N", "C", "N", "H", "H", "H", "H", "H", "H", "H", "H", "H"],
  "coordinates": [[-2.147, -0.122, 1.066], [-0.885, 0.759, 0.922], [0.178, 0.119, 0.004], [0.111, -0.198, -1.352], [1.341, -0.736, -1.640], [2.270, -0.420, -0.703], [1.553, 0.150, 0.256], [-1.996, -0.942, 0.359], [-3.121, 0.328, 0.879], [-2.146, -0.473, 2.096], [-0.825, 1.865, 0.673], [-0.458, 0.625, 1.910], [-0.611, 0.097, -2.162], [1.666, -1.227, -2.462], [3.312, -0.430, -0.985], [1.756, 0.605, 1.139]],
  "lowdin_charge": [-0.066, -0.156, -0.180, 0.017, 0.088, -0.022, 0.139, 0.073, 0.083, 0.080, 0.147, 0.096, 0.171, 0.177, 0.166, 0.187],
  "orbital_gap_ev": 10.53,
  "smiles": "CCc1c[nH]c[nH+]1",
  "e_homo_ev": -14.0,
  "charge": 1
}

***

Quick one: most stable of them? z)

***

w) {
  "formula": "C5H9N2",
  "method": "ωB97M-V/def2-TZVPD",
  "species": ["C", "C", "C", "C", "C", "N", "N", "H", "H", "H", "H", "H", "H", "H", "H", "H"],
  "coordinates": [[-2.146, -1.340, 0.186], [3.422, 0.269, 0.557], [1.488, -0.473, -0.771], [-2.383, -0.021, 0.364], [-2.502, 1.259, 0.488], [2.480, -0.413, 0.072], [0.271, 0.042, -0.682], [-2.958, -1.858, -0.034], [-1.235, -1.709, 0.353], [3.981, -0.158, 1.376], [3.952, 1.150, 0.192], [1.707, -0.911, -1.689], [-2.760, 1.780, 1.399], [-0.374, -0.066, -1.596], [-2.655, 2.016, -0.332], [-0.289, 0.433, 0.117]],
  "lowdin_charge": [0.053, 0.122, -0.137, -0.168, -0.010, 0.099, 0.160, 0.024, 0.013, 0.100, 0.117, 0.140, 0.072, 0.210, 0.100, 0.105],
  "orbital_gap_ev": 9.00,
  "e_homo_ev": -13.3,
  "charge": 1
}

***

x) {
  "formula": "C5H9N2",
  "method": "ωB97M-V/def2-TZVPD",
  "species": ["C", "C", "C", "C", "C", "N", "N", "H", "H", "H", "H", "H", "H", "H", "H", "H"],
  "coordinates": [[1.412, -0.018, 0.478], [2.572, 0.104, 0.138], [-0.924, -0.272, -0.054], [4.040, 0.156, -0.057], [-3.084, 0.655, -0.135], [-1.275, -1.541, 0.085], [-1.645, 0.805, 0.020], [4.555, 1.133, 0.362], [4.144, 0.190, -1.180], [4.650, -0.583, 0.563], [-3.465, 0.754, 0.849], [-3.263, -0.342, -0.487], [-3.368, 1.416, -0.877], [-0.690, -2.349, -0.096], [-2.264, -1.804, 0.123], [-1.394, 1.695, 0.268]],
  "lowdin_charge": [0.142, -0.225, -0.075, -0.115, 0.006, 0.183, 0.046, 0.120, 0.098, 0.106, 0.104, 0.077, 0.125, 0.143, 0.132, 0.132],
  "orbital_gap_ev": 7.42,
  "e_homo_ev": -13.7,
  "charge": 1
}

***

Quick one: most stable of them? w)